{"formula": "C35H47BrN3O4P2V", "method": "ωB97M-V/def2-TZVPD", "s_squared": 3.77, "max_force_ev_per_a": 1.10, "mol_weight_g_mol": 766.6, "e_homo_ev": [-3.5, -4.4], "total_charge": -1, "orbital_gap_ev": [6.1, 6.9], "spin_multiplicity": 4, "elements": ["V", "C", "C", "C", "P", "C", "C", "C", "C", "C", "C", "C", "C", "C", "N", "C", "C", "C", "C", "C", "C", "P", "C", "C", "C", "C", "C", "C", "H", "H", "H", "H", "H", "H", "H", "H", "H", "H", "H", "H", "H", "H", "H", "H", "H", "H", "H", "H", "H", "H", "H", "H", "H", "H", "H", "H", "H", "H", "H", "H", "H", "H", "H", "H", "C", "C", "N", "O", "C", "C", "N", "O", "H", "H", "H", "H", "H", "H", "H", "Br", "C", "C", "C", "C", "C", "C", "C", "O", "O", "H", "H", "H", "H"], "xyz": [[0.192673, 0.432188, -0.186647], [-0.217362, -3.459644, 0.440282], [-0.977145, -2.761280, 1.561835], [-0.997232, -3.642097, 2.808637], [-0.331849, -1.059400, 1.859846], [-1.210402, -0.501929, 3.372742], [-2.724358, -0.551484, 3.154746], [-0.795307, 0.921790, 3.733338], [1.397995, -1.335632, 2.375786], [1.844595, -1.477918, 3.685158], [3.197597, -1.545487, 3.984963], [4.114124, -1.451649, 2.943659], [3.692813, -1.312767, 1.632120], [2.327350, -1.271972, 1.308811], [1.831039, -1.059212, 0.021640], [2.347030, -1.804341, -1.018548], [3.161030, -2.947281, -0.842274], [3.604387, -3.691300, -1.917010], [3.262205, -3.354147, -3.222219], [2.433032, -2.260704, -3.409652], [1.956613, -1.494162, -2.350663], [0.806533, -0.095666, -2.520601], [1.828049, 1.218402, -3.311830], [2.642487, 0.845853, -4.549019], [2.798486, 1.751395, -2.252380], [-0.578621, -0.592332, -3.623547], [-0.354463, -0.792483, -5.119288], [-1.253161, -1.822435, -3.025502], [-0.716973, -4.401651, 0.198750], [0.805643, -3.692667, 0.744482], [-0.151555, -2.860752, -0.464800], [-2.004767, -2.590045, 1.220224], [0.010584, -3.757841, 3.215367], [-1.364573, -4.641361, 2.557552], [-1.636236, -3.247211, 3.599064], [-0.945575, -1.177484, 4.196186], [-3.008488, 0.106416, 2.333140], [-3.231655, -0.194289, 4.055037], [-3.093439, -1.556386, 2.946432], [-1.091662, 1.607037, 2.936179], [0.278534, 1.027264, 3.890797], [-1.309355, 1.215401, 4.652310], [1.119382, -1.512261, 4.489963], [3.531599, -1.643546, 5.008873], [5.176800, -1.466252, 3.155302], [4.421934, -1.207744, 0.839702], [3.424407, -3.269462, 0.153937], [4.221298, -4.562912, -1.727440], [3.613032, -3.934706, -4.064287], [2.139458, -1.997822, -4.419265], [1.099821, 2.002986, -3.543997], [3.430600, 0.135496, -4.292358], [3.134753, 1.742536, -4.937558], [2.060533, 0.417561, -5.361897], [3.539296, 0.987422, -1.999941], [2.304434, 2.055119, -1.330103], [3.337543, 2.613883, -2.654318], [-1.244177, 0.271069, -3.491860], [0.349135, -1.598910, -5.335873], [-0.010781, 0.112763, -5.616361], [-1.304915, -1.069224, -5.586068], [-0.605736, -2.699640, -3.112163], [-2.171758, -2.037244, -3.580453], [-1.519764, -1.678261, -1.979868], [1.354818, 4.223699, 1.843551], [0.925915, 3.090004, 0.971426], [1.256927, 1.854898, 1.177128], [2.136780, 1.724447, 2.265066], [0.116508, 3.363453, -0.201550], [-0.385023, 4.719873, -0.558550], [-0.145303, 2.300569, -0.923556], [-0.816169, 2.432603, -2.018374], [1.787075, 3.884137, 2.779388], [0.493715, 4.861140, 2.047996], [2.089495, 4.844775, 1.324304], [2.343623, 0.782718, 2.265817], [0.414103, 5.463407, -0.627805], [-1.103860, 5.078569, 0.184167], [-0.890061, 4.649868, -1.518244], [-7.231211, 2.115107, -4.322511], [-5.842571, 1.813791, -3.057559], [-5.008733, 0.719503, -3.209404], [-4.003358, 0.518704, -2.275129], [-3.832769, 1.388507, -1.206920], [-4.684519, 2.477204, -1.077669], [-5.692698, 2.699507, -2.003834], [-2.728665, 1.169027, -0.191771], [-2.670398, 1.921882, 0.782214], [-1.942727, 0.191316, -0.438812], [-5.141041, 0.041968, -4.041396], [-3.328110, -0.319344, -2.362103], [-4.533024, 3.147570, -0.242981], [-6.355495, 3.549710, -1.912490]], "forces_ev_per_angstrom": [[0.009, -0.618, 0.442], [0.048, -0.082, -0.026], [-0.202, -0.106, 0.094], [-0.010, -0.063, 0.034], [0.312, 0.199, -0.228], [-0.020, -0.189, 0.201], [-0.046, 0.000, 0.027], [0.016, 0.057, 0.017], [-0.059, -0.055, 0.090], [-0.031, 0.021, 0.045], [-0.021, 0.007, -0.076], [0.040, 0.001, -0.016], [0.062, 0.008, 0.052], [-0.282, 0.114, -0.225], [0.368, -0.211, 0.089], [-0.316, 0.226, 0.229], [0.037, -0.025, -0.117], [0.013, -0.034, 0.013], [-0.002, 0.019, 0.062], [-0.068, 0.018, -0.144], [0.003, -0.009, 0.042], [0.144, -0.244, 0.290], [0.011, 0.147, -0.100], [0.051, 0.041, -0.082], [0.084, 0.063, 0.016], [-0.071, 0.172, -0.209], [-0.038, -0.004, -0.115], [-0.046, -0.167, -0.088], [0.021, -0.021, -0.015], [0.010, 0.003, 0.027], [-0.062, 0.070, -0.033], [0.027, -0.003, 0.003], [0.024, 0.014, -0.015], [-0.004, 0.003, -0.011], [-0.008, 0.036, -0.010], [-0.064, 0.049, -0.008], [0.017, 0.017, -0.044], [0.006, 0.004, 0.009], [0.023, -0.027, -0.013], [-0.024, -0.009, -0.014], [0.011, -0.043, -0.012], [0.006, 0.068, 0.016], [0.013, -0.011, 0.019], [0.006, -0.005, 0.026], [0.008, -0.005, 0.014], [0.005, -0.009, -0.031], [0.019, 0.006, 0.048], [0.006, -0.009, -0.005], [0.018, -0.020, -0.014], [0.025, -0.002, 0.048], [0.023, -0.030, -0.020], [-0.021, -0.030, 0.034], [-0.004, 0.009, -0.001], [-0.084, -0.018, 0.014], [-0.007, -0.038, 0.014], [-0.021, -0.012, -0.071], [0.022, 0.009, 0.002], [0.004, -0.051, 0.038], [-0.017, 0.028, 0.030], [0.045, 0.048, 0.026], [-0.009, 0.006, 0.005], [0.010, 0.001, 0.040], [-0.004, -0.019, 0.000], [0.047, 0.070, 0.083], [0.026, 0.165, 0.087], [-0.269, 0.052, -0.373], [0.044, 0.060, 0.027], [-0.007, -0.012, 0.024], [0.393, -0.173, 0.444], [-0.001, 0.129, 0.046], [-0.661, 0.730, -0.501], [0.048, -0.114, -0.071], [-0.029, -0.033, -0.038], [-0.007, 0.003, 0.015], [0.018, -0.033, -0.011], [0.043, -0.132, 0.017], [0.033, -0.019, -0.002], [-0.024, -0.005, -0.005], [-0.007, -0.020, -0.023], [-0.044, -0.006, -0.060], [0.054, 0.008, 0.061], [-0.025, 0.047, 0.024], [0.028, -0.013, 0.007], [-0.094, -0.049, 0.013], [0.016, -0.031, -0.040], [-0.029, 0.035, 0.012], [0.157, -0.045, 0.016], [-0.010, 0.074, 0.056], [0.284, 0.051, -0.221], [-0.003, -0.013, -0.017], [0.007, -0.029, -0.008], [-0.001, 0.013, 0.021], [0.007, -0.005, 0.003]]}